1.
{"formula": "C22H48BrN7O9", "method": "the ωB97M-V functional and the def2-TZVPD basis", "smiles": "O=C(O)N(Br)C[C@@H]1CO1.CNC(C)=O.CNC(C)=O.CNC(C)=O.CNC(C)=O.CNC(C)=O.CNC(C)=O", "total_energy_ev": -122490.007, "charge": 0, "orbital_gap_ev": 8.569, "largest_force_ha_per_bohr": 0.1054, "elements": ["O", "C", "O", "N", "Br", "C", "C", "C", "O", "H", "H", "H", "H", "H", "H", "C", "N", "C", "C", "O", "H", "H", "H", "H", "H", "H", "H", "C", "N", "C", "C", "O", "H", "H", "H", "H", "H", "H", "H", "C", "N", "C", "C", "O", "H", "H", "H", "H", "H", "H", "H", "C", "N", "C", "C", "O", "H", "H", "H", "H", "H", "H", "H", "C", "N", "C", "C", "O", "H", "H", "H", "H", "H", "H", "H", "C", "N", "C", "C", "O", "H", "H", "H", "H", "H", "H", "H"], "xyz": [[2.78172, 2.94523, -3.24082], [3.97106, 2.60941, -2.98952], [4.85450, 2.49789, -4.09686], [4.31999, 2.40919, -1.58072], [3.34830, 0.94651, -0.90562], [5.77308, 2.13751, -1.36352], [6.26244, 3.14379, -0.06032], [5.71109, 4.71712, -0.18320], [7.22260, 4.24803, -0.42785], [5.11813, 3.42274, -4.30277], [6.46614, 2.53989, -2.16899], [5.99332, 1.07270, -1.03178], [6.30801, 2.65916, 1.02958], [6.11877, 5.51627, 0.50630], [5.11607, 4.86804, -1.13734], [3.72534, 1.28559, 4.25748], [4.32053, 2.41786, 3.57650], [3.69681, 3.49786, 3.03271], [2.19738, 3.56960, 3.12833], [4.35714, 4.37389, 2.48592], [4.13926, 1.23926, 5.26784], [4.00167, 0.37813, 3.71627], [2.64075, 1.35903, 4.31176], [5.32483, 2.44213, 3.47413], [1.84944, 4.48604, 2.65045], [1.74708, 2.71889, 2.61466], [1.88763, 3.58650, 4.17518], [-1.84340, 1.04483, 1.24800], [-0.58687, 0.99839, 1.97061], [-0.36021, 0.57537, 3.23999], [-1.53394, 0.08201, 4.03980], [0.77964, 0.60390, 3.70124], [-1.74398, 0.43073, 0.35165], [-2.02773, 2.08004, 0.95266], [-2.67748, 0.68384, 1.84581], [0.24826, 1.31401, 1.49843], [-1.19340, -0.22043, 5.03116], [-2.27211, 0.88032, 4.15507], [-1.98473, -0.78416, 3.55021], [-4.40757, 1.37363, -4.29119], [-3.98177, 1.04809, -2.94733], [-2.98225, 0.20852, -2.55919], [-2.19056, -0.49426, -3.62895], [-2.75249, 0.04596, -1.36572], [-4.30721, 2.45226, -4.43118], [-5.45952, 1.09781, -4.39418], [-3.82139, 0.85433, -5.04595], [-4.46542, 1.48084, -2.17329], [-1.43653, -1.12245, -3.16520], [-2.84750, -1.12830, -4.22708], [-1.68689, 0.23795, -4.26443], [0.67909, -4.86447, -6.80875], [0.03483, -4.27154, -5.65716], [-0.12293, -2.95415, -5.36532], [0.42726, -1.94304, -6.33567], [-0.70001, -2.62080, -4.33555], [-0.05212, -5.48817, -7.32745], [1.49781, -5.49523, -6.45609], [1.06824, -4.11529, -7.49504], [-0.36043, -4.88746, -4.95847], [0.22339, -0.93834, -5.96424], [1.50834, -2.06305, -6.43117], [-0.05428, -2.05566, -7.30940], [-5.85877, 2.12210, 7.32292], [-5.23275, 2.05373, 6.01957], [-4.00564, 2.50890, 5.64843], [-3.15283, 3.17681, 6.69299], [-3.62656, 2.36831, 4.49234], [-6.08193, 1.10432, 7.65010], [-6.79399, 2.67762, 7.22550], [-5.22381, 2.60842, 8.06004], [-5.74374, 1.61865, 5.26470], [-2.20763, 3.48337, 6.24446], [-3.65701, 4.06565, 7.07800], [-2.93932, 2.47970, 7.50611], [-2.42439, -7.01847, -0.49038], [-1.80240, -7.08400, -1.79574], [-0.57690, -6.62818, -2.16929], [0.27859, -5.96279, -1.12571], [-0.20104, -6.76596, -3.32746], [-2.64663, -8.03704, -0.16478], [-3.35974, -6.46264, -0.58376], [-1.78716, -6.53380, 0.24582], [-2.31568, -7.51728, -2.54996], [1.22235, -5.65495, -1.57610], [-0.22472, -5.07495, -0.73739], [0.49446, -6.66183, -0.31483]], "lowdin_charge": [0.03, -0.54, 0.04, -0.45, 0.80, -0.21, -0.18, 0.00, -0.21, 0.13, 0.13, 0.09, 0.14, 0.12, 0.09, -0.08, 0.00, -0.54, 0.00, 0.01, 0.08, 0.08, 0.04, 0.13, 0.09, 0.06, 0.09, -0.07, 0.02, -0.52, -0.01, -0.01, 0.05, 0.09, 0.08, 0.13, 0.08, 0.04, 0.09, -0.08, 0.00, -0.52, -0.02, 0.01, 0.08, 0.08, 0.07, 0.14, 0.06, 0.09, 0.09, -0.07, 0.02, -0.52, 0.00, 0.00, 0.08, 0.09, 0.07, 0.12, 0.08, 0.09, 0.09, -0.08, 0.01, -0.54, 0.00, 0.01, 0.08, 0.08, 0.07, 0.14, 0.09, 0.09, 0.09, -0.08, 0.00, -0.55, -0.01, 0.01, 0.08, 0.08, 0.08, 0.14, 0.09, 0.09, 0.09]}


2.
{"formula": "C22H48F7O9P2S2", "method": "the ωB97M-V functional and the def2-TZVPD basis", "total_energy_ev": -101284.980, "charge": -1, "orbital_gap_ev": 5.106, "largest_force_ha_per_bohr": 0.0510, "elements": ["C", "C", "C", "C", "O", "P", "C", "C", "O", "C", "O", "C", "C", "C", "C", "O", "C", "O", "C", "C", "O", "P", "C", "O", "C", "F", "F", "C", "F", "F", "C", "F", "F", "F", "H", "H", "H", "H", "H", "H", "H", "H", "H", "H", "H", "H", "H", "H", "H", "H", "H", "H", "H", "H", "H", "H", "H", "H", "H", "H", "H", "H", "H", "H", "H", "H", "H", "H", "H", "H", "C", "S", "O", "C", "H", "H", "H", "H", "H", "H", "C", "S", "O", "C", "H", "H", "H", "H", "H", "H"], "xyz": [[-2.66623, 5.54459, 3.63057], [-3.07839, 4.13047, 3.13783], [-2.80799, 3.94709, 1.63614], [-2.39011, 2.48766, 1.28043], [-1.08358, 2.14944, 1.40295], [0.32451, 2.22791, 0.34674], [-0.71960, 3.12867, -0.98701], [-0.18647, 3.59973, -2.33317], [0.05760, 5.03656, -2.25592], [-0.25550, 0.50142, -0.40197], [0.65135, -0.58507, -0.16524], [0.43716, -1.68715, -1.02804], [0.15838, -2.99414, -0.24720], [0.43524, -2.87151, 1.25477], [0.74292, 3.89286, 1.23586], [2.03862, 3.93425, 1.83926], [2.22878, 5.07291, 2.62012], [3.56612, 5.47002, 2.46970], [3.85157, 5.83785, 1.14130], [5.04034, 5.02989, 0.55010], [5.67728, 4.25532, 1.55262], [1.12856, 0.94770, 2.13248], [2.88391, 1.14079, 2.63717], [0.42462, 1.73789, 3.51134], [1.96276, 2.24400, -0.66690], [3.15656, 2.07802, 0.07799], [2.23116, 3.55837, -1.01110], [2.31745, 1.31219, -1.86834], [3.03661, 2.13298, -2.73343], [1.36987, 0.85557, -2.68587], [3.39859, 0.18276, -1.62698], [3.33111, -0.47518, -0.49766], [3.24619, -0.70257, -2.61523], [4.61581, 0.63363, -1.76464], [-1.98866, 6.03794, 2.93875], [-2.19012, 5.48511, 4.60569], [-3.53204, 6.19183, 3.76034], [-4.14590, 4.06410, 3.32437], [-2.51553, 3.41248, 3.72530], [-2.03586, 4.65945, 1.34785], [-3.69897, 4.21700, 1.07128], [-2.98384, 2.23476, 0.38695], [-2.95547, 1.92193, 2.04490], [-1.53752, 2.47001, -1.25864], [-1.13045, 4.03119, -0.54973], [-0.95994, 3.52532, -3.10412], [0.71379, 3.18535, -2.78179], [0.78305, 5.25904, -2.84852], [-0.55755, 0.58372, -1.45093], [-1.16923, 0.20642, 0.12137], [1.28806, -1.80193, -1.69948], [-0.42231, -1.52513, -1.67797], [0.79880, -3.77437, -0.64819], [-0.86884, -3.29249, -0.42314], [-0.05113, -3.71533, 1.74548], [0.00388, -1.97909, 1.69111], [1.50752, -2.89810, 1.42136], [0.01218, 4.08358, 2.01666], [0.64238, 4.74312, 0.54001], [2.08297, 4.84686, 3.67617], [1.57965, 5.88871, 2.27728], [4.16144, 6.88846, 1.16730], [2.99184, 5.77994, 0.47721], [5.80490, 5.69753, 0.17452], [4.69234, 4.34481, -0.22167], [5.15457, 3.46059, 1.70776], [3.38607, 2.10816, 2.61540], [3.50654, 0.45364, 2.06145], [2.96955, 0.77973, 3.66438], [0.48192, 1.04806, 4.18381], [1.16230, -7.41788, -0.43057], [0.21897, -7.29447, -1.95853], [-0.28698, -5.90085, -2.04827], [-1.15441, -8.32356, -1.42822], [2.05577, -6.80477, -0.53283], [0.56224, -7.05183, 0.40295], [1.45039, -8.45648, -0.26502], [-1.60743, -7.90345, -0.53044], [-0.79673, -9.33557, -1.23327], [-1.89226, -8.34874, -2.22288], [-5.86452, -9.83577, -3.72285], [-4.44227, -8.75041, -3.53815], [-3.97876, -8.87176, -2.13147], [-5.35708, -7.20899, -3.66413], [-5.51886, -10.86363, -3.63320], [-6.59299, -9.62483, -2.93978], [-6.31003, -9.68627, -4.70651], [-6.11766, -7.16816, -2.88433], [-5.81872, -7.14159, -4.64946], [-4.65429, -6.38831, -3.53420]], "lowdin_charge": [-0.11, -0.24, -0.19, -0.33, -0.41, 0.67, -0.21, -0.26, -0.10, -0.29, -0.30, -0.22, -0.21, -0.11, -0.25, -0.19, -0.26, -0.10, -0.18, -0.21, -0.07, 0.94, -0.33, -0.39, -0.37, 0.00, 0.02, -0.32, 0.07, 0.13, -0.60, 0.18, 0.15, 0.19, 0.06, 0.06, 0.05, 0.09, 0.10, 0.08, 0.10, 0.10, 0.12, 0.07, 0.08, 0.11, 0.09, 0.07, 0.07, 0.09, 0.10, 0.11, 0.08, 0.09, 0.06, 0.04, 0.07, 0.08, 0.09, 0.14, 0.13, 0.11, 0.11, 0.11, 0.10, 0.07, 0.01, 0.01, 0.02, 0.00, -0.28, 0.80, -0.55, -0.28, 0.05, 0.06, 0.05, 0.07, 0.06, 0.00, -0.27, 0.81, -0.55, -0.26, 0.05, 0.06, 0.05, 0.06, 0.05, 0.06]}


LUMO energy (computed, eV): -0.2 1.6
Highest occupied orbital energy (computed, eV): -8.742 -3.488